Entry 1:
Computed, not measured: a cluster of 8 separate species, C25H60F18N4O6P4 in total, with wB97M-V/def2-TZVPD.

As for the total charge: -2. For the total energy, the calculation gives -4822.48757 hartree. As for the frontier orbital gap: 4.108 eV. Its HOMO energy is -1.5 eV.

Last column: Mulliken charge in e.
Positions of all 117 atoms, in Å:
N1 13.69450 3.63311 -12.76735  0.813
H1 13.85588 4.48387 -12.24421  -0.443
H2 12.80612 3.70171 -13.23214  -0.372
H3 13.67462 2.85175 -12.09472  0.465
H4 14.47581 3.33676 -13.37851  0.601
N2 14.68356 0.06820 -11.19028  0.736
O1 14.35084 1.24389 -11.37925  -0.551
O2 15.55631 -0.21910 -10.34167  -0.669
O3 14.02621 -0.87344 -11.69332  -0.698
N3 17.30531 2.58237 -13.76279  0.854
O4 17.58047 2.20369 -12.61562  -0.584
O5 16.11470 2.81597 -14.04902  -0.721
O6 18.16361 2.76824 -14.64717  -0.713
C1 6.21386 6.75048 -17.10774  -1.482
C2 7.38541 6.37006 -16.19175  -0.248
C3 7.06704 5.32214 -15.08473  -1.168
C4 8.19860 4.37212 -14.74008  1.249
P1 7.96567 2.68679 -15.33190  0.529
C5 7.93093 2.78952 -17.17301  -0.678
C6 7.41049 1.46312 -17.82230  -0.478
C7 7.41412 1.46350 -19.34438  -0.780
C8 8.82192 1.46958 -19.95120  -1.209
C9 9.32164 1.51533 -14.99452  -1.177
C10 10.70645 1.84380 -15.53053  1.006
C11 11.72443 0.67971 -15.35057  -1.023
C12 11.55516 -0.44961 -16.35695  -1.313
C13 6.38737 1.91868 -14.86277  -1.279
C14 6.19856 1.83414 -13.37785  -0.558
C15 4.99595 1.07388 -12.85907  -0.574
C16 4.98942 0.95113 -11.33743  -1.300
H5 6.11041 5.85516 -17.73209  0.301
H6 6.35384 7.53420 -17.85046  0.384
H7 5.25837 6.88429 -16.60124  0.306
H8 7.61806 7.27305 -15.62249  0.406
H9 8.30827 6.01408 -16.64944  0.285
H10 6.19440 4.75053 -15.41573  0.475
H11 6.76572 5.93541 -14.23554  0.631
H12 8.40208 4.25187 -13.67337  0.016
H13 9.16503 4.62778 -15.18804  -0.677
H14 8.93458 3.04487 -17.50823  0.457
H15 7.13593 3.48199 -17.45758  0.289
H16 6.35876 1.29987 -17.58324  0.159
H17 8.02977 0.59436 -17.58640  0.329
H18 6.74105 2.26644 -19.65412  0.407
H19 6.93451 0.51541 -19.59704  0.431
H20 9.29121 0.49778 -19.81187  0.332
H21 9.45974 2.26597 -19.56463  0.301
H22 8.73029 1.75335 -21.00114  0.362
H23 8.94940 0.64118 -15.53793  0.817
H24 9.31560 1.33958 -13.91818  0.766
H25 11.10214 2.68342 -14.96337  -1.033
H26 10.65183 2.08856 -16.59171  0.267
H27 11.85798 0.35812 -14.31473  0.554
H28 12.74486 1.03051 -15.52446  0.452
H29 10.59899 -0.98388 -16.33367  0.251
H30 12.28369 -1.25335 -16.26624  0.421
H31 11.57279 0.08291 -17.31135  0.278
H32 6.59766 0.91422 -15.24102  0.673
H33 5.57590 2.39188 -15.41634  0.597
H34 6.17058 2.81765 -12.90038  0.222
H35 7.01236 1.30519 -12.87571  0.322
H36 4.99955 0.12303 -13.39807  0.350
H37 4.10269 1.62703 -13.17010  0.369
H38 5.80065 0.24834 -11.14187  0.344
H39 4.09239 0.49308 -10.91992  0.401
H40 5.07168 1.93876 -10.88628  0.314
C17 15.95086 10.01617 -10.76794  -1.143
C18 14.45376 9.97179 -10.50843  -0.627
C19 13.69463 8.80821 -11.15286  0.673
C20 12.28735 8.78282 -10.51706  -1.368
N4 11.41947 7.61489 -10.93051  0.879
C21 11.18404 7.46559 -12.47098  -1.083
C22 9.84782 6.77527 -12.58282  1.300
C23 9.12442 6.94545 -11.25307  -0.994
C24 10.02284 7.71120 -10.34925  -0.825
C25 12.16474 6.38594 -10.48384  -0.602
H41 16.25349 10.32030 -11.77077  0.319
H42 16.41240 9.04880 -10.56112  0.179
H43 16.45539 10.71762 -10.10023  0.397
H44 14.00302 10.93076 -10.78172  0.372
H45 14.36203 9.96185 -9.41899  0.366
H46 14.17323 7.88384 -10.82985  -0.229
H47 13.60608 8.90488 -12.23420  0.301
H48 11.72167 9.68775 -10.74190  0.434
H49 12.42186 8.62248 -9.44762  0.413
H50 12.06629 6.98972 -12.89042  0.552
H51 11.10301 8.48116 -12.86421  0.274
H52 10.09869 5.71538 -12.68239  -1.303
H53 9.19545 6.93990 -13.43730  0.644
H54 8.75462 5.99358 -10.87233  0.218
H55 8.22294 7.54240 -11.40977  0.508
H56 10.02291 7.50461 -9.27849  0.460
H57 9.70488 8.75607 -10.32950  0.401
H58 11.52442 5.50867 -10.59184  0.183
H59 12.37830 6.46878 -9.41793  0.366
H60 13.11840 6.19241 -10.96903  -0.174
P2 12.25896 5.74501 -15.81950  1.731
F1 10.82776 6.44445 -15.42567  -0.315
F2 12.29088 5.01064 -14.36045  -0.703
F3 11.41560 4.44785 -16.43248  -0.396
F4 13.68403 5.12848 -16.27584  -0.396
F5 12.19490 6.50099 -17.27418  -0.402
F6 13.06156 7.00234 -15.14849  -0.417
P3 16.04430 5.19978 -10.18920  1.183
F7 15.46226 3.71720 -10.13094  -0.340
F8 16.83835 4.94125 -8.78075  -0.403
F9 17.42952 4.65005 -10.84396  -0.371
F10 16.59309 6.73963 -10.30961  -0.370
F11 15.42208 5.38487 -11.68132  -0.425
F12 14.74574 5.82088 -9.39001  -0.364
P4 10.17816 2.67351 -11.28090  1.241
F13 9.72235 3.94922 -10.38838  -0.365
F14 10.03268 1.72082 -9.97084  -0.413
F15 8.68506 2.41784 -11.80676  -0.164
F16 10.67598 1.31089 -11.98345  -0.433
F17 10.72233 3.50216 -12.54009  -0.203
F18 11.74544 3.02761 -10.77006  -0.359

=====

Entry 2:
Computed, not measured: a cluster of 2 separate species, C3H6IN in total, with wB97M-V/def2-TZVPD.

For the total energy, the calculation gives -470.21557 hartree. As for the frontier orbital gap (spin up / spin down): 5.683 / 5.684 eV. Its HOMO energy (spin up / spin down) is -8.7 / -8.7 eV.

Last column: Mulliken charge in e.
Positions of all 11 atoms, in Å:
C1 0.19666 -0.36110 -0.15588  1.015
C2 -1.27237 -0.83920 0.15847  -1.190
C3 0.20828 1.05070 -0.28976  -1.366
N1 1.03486 -1.18988 0.13902  -0.415
I1 3.94607 0.27803 0.08921  -0.254
H1 -1.18946 -1.45925 1.07392  0.359
H2 -1.95308 -0.07374 0.35344  0.367
H3 -1.55677 -1.54676 -0.51714  0.385
H4 1.01274 1.39573 -0.82875  0.420
H5 0.23040 1.38989 0.76914  0.294
H6 -0.65734 1.35559 -0.79167  0.385

=====

Entry 3:
Computed, not measured: a structure of composition C18H58BO9Sr, with wB97M-V/def2-TZVPD.

As for the total charge: +1. For the total energy, the calculation gives -1453.11966 hartree. As for the frontier orbital gap: 8.489 eV. Its HOMO energy is -11.6 eV.

Last column: Mulliken charge in e.
Positions of all 87 atoms, in Å:
Sr1 -27.79795 15.05368 22.32060  0.020
B1 -29.87765 14.27503 23.67892  6.452
H1 -30.15544 13.96095 22.62886  -1.165
H2 -30.69899 13.89716 24.39293  -0.309
H3 -28.89801 13.79083 23.95868  -1.231
H4 -29.81589 15.39566 23.77296  -1.378
C1 -33.38075 13.95785 18.62013  -1.312
C2 -33.37379 14.32670 20.09718  0.143
O1 -32.19277 15.05385 20.43186  -0.468
H5 -34.35874 13.64967 18.25650  0.409
H6 -32.69729 13.11155 18.52632  0.246
H7 -33.07656 14.83194 18.04581  0.279
H8 -33.42887 13.45510 20.75615  -0.017
H9 -34.24705 14.95911 20.29079  0.342
H10 -32.37888 15.35913 21.34881  0.382
C3 -29.96653 18.34467 23.31636  -0.801
C4 -28.56600 18.81090 22.99027  -0.402
O2 -27.84753 17.70213 22.40340  -0.159
H11 -30.53592 19.16477 23.75463  0.474
H12 -29.98698 17.50897 24.01211  -0.208
H13 -30.46907 18.04986 22.39505  0.148
H14 -28.00792 19.20816 23.84259  0.381
H15 -28.56931 19.62225 22.25629  0.370
H16 -26.95362 18.01145 22.21292  0.150
C5 -30.31595 11.69728 28.26146  -1.424
C6 -30.37878 12.15640 26.81220  0.307
O3 -29.36699 13.10603 26.55732  -0.578
H17 -29.30925 11.41457 28.56671  0.347
H18 -30.97398 10.84513 28.42509  0.378
H19 -30.63568 12.53690 28.88066  0.321
H20 -31.37736 12.54780 26.57021  0.067
H21 -30.30053 11.30261 26.12578  0.166
H22 -29.49240 13.45321 25.65955  -0.218
C7 -34.78630 15.19866 23.39026  -1.282
C8 -33.45782 15.41312 24.09615  0.048
O4 -32.50557 15.67325 23.04223  -0.658
H23 -35.61296 15.10652 24.10438  0.450
H24 -34.83770 14.20955 22.93275  0.227
H25 -35.04010 16.02820 22.73428  0.277
H26 -33.17544 14.46641 24.55932  -0.023
H27 -33.52756 16.24397 24.79622  0.378
H28 -31.62296 15.44910 23.36727  -0.314
C9 -27.36357 17.19087 26.45939  -1.084
C10 -26.87649 15.86696 25.85405  -0.159
O5 -26.58362 16.05715 24.46576  -0.164
H29 -26.57967 17.94466 26.33691  0.353
H30 -27.52408 17.14897 27.53480  0.427
H31 -28.24878 17.46225 25.88710  0.111
H32 -27.69829 15.15280 25.91503  0.041
H33 -26.00017 15.47875 26.37698  0.422
H34 -25.73344 16.50800 24.41307  0.161
C11 -24.23055 13.28540 23.66930  -0.990
C12 -25.38487 12.52102 23.00396  -0.495
O6 -26.63154 13.09561 23.42544  0.043
H35 -24.20215 13.19415 24.75238  0.311
H36 -24.27236 14.34540 23.40458  0.158
H37 -23.27974 12.96238 23.23862  0.407
H38 -25.28321 11.45851 23.23531  0.356
H39 -25.30333 12.53085 21.91664  0.306
H40 -26.84222 12.65094 24.25702  0.014
C13 -29.07288 15.88914 18.24026  -0.970
C14 -29.26166 16.76893 19.47098  -0.321
O7 -29.50781 15.88338 20.58324  0.757
H41 -28.79296 16.48045 17.36583  0.421
H42 -30.00639 15.37531 18.00792  0.215
H43 -28.30373 15.13837 18.41664  0.105
H44 -30.04732 17.52123 19.38864  0.342
H45 -28.36165 17.34801 19.69093  0.281
H46 -30.42802 15.55839 20.47208  -0.239
C15 -33.13455 10.58838 23.72570  -1.533
C16 -32.33957 11.58854 22.93739  1.082
O8 -31.00845 11.52451 23.43717  -0.540
H47 -34.14810 10.54641 23.30524  0.414
H48 -33.17855 10.82221 24.78645  0.293
H49 -32.78662 9.56359 23.59026  0.356
H50 -32.72111 12.61142 23.06426  -0.573
H51 -32.38235 11.40836 21.85646  0.111
H52 -30.59034 12.40616 23.47288  -0.233
C17 -29.92083 12.09026 20.32261  -0.941
C18 -28.58480 11.92583 21.05884  -0.105
O9 -27.77759 13.09276 20.77567  -0.336
H53 -29.76009 12.14266 19.24263  0.506
H54 -30.44094 12.99579 20.63584  -0.074
H55 -30.60836 11.28312 20.57448  0.267
H56 -28.09874 10.99255 20.77560  0.465
H57 -28.86945 11.87736 22.10812  0.015
H58 -27.58125 12.96330 19.83913  0.202

=====

Entry 4:
Computed, not measured: a cluster of 2 separate species, C4H11ClN3 in total, with wB97M-V/def2-TZVPD.

As for the total charge: +1. For the total energy, the calculation gives -783.19555 hartree. As for the frontier orbital gap: 10.453 eV. Its HOMO energy is -14.3 eV.

Last column: Mulliken charge in e.
Positions of all 19 atoms, in Å:
C1 0.96979 -0.27598 -0.90970  -0.106
C2 -1.98650 1.92204 -0.14767  -1.199
C3 2.61803 -1.42299 0.30263  -0.832
C4 -0.82805 0.94864 0.07419  0.303
N1 -0.50330 0.58410 1.32240  -0.251
N2 -0.09460 0.57982 -0.97684  0.014
N3 1.32084 -0.84919 0.16784  -0.286
Cl1 -1.98084 -1.88983 0.16643  -0.221
H1 1.70328 -0.17348 -1.69852  0.355
H2 -2.62803 2.01384 0.73216  0.450
H3 -1.48652 2.85648 -0.55685  0.355
H4 -2.72208 1.41564 -0.99077  0.318
H5 3.14651 -1.58899 -0.68547  0.279
H6 2.38670 -2.44342 0.71258  0.313
H7 3.21336 -0.54947 0.71460  0.333
H8 0.17272 -0.29022 1.35238  0.417
H9 -0.94365 1.25872 1.94458  0.222
H10 -0.21694 1.09235 -1.80816  0.244
H11 -2.14072 -3.18807 0.28421  0.292

=====

Entry 5:
Computed, not measured: a structure of composition C4H14N2O7P2Pd, with wB97M-V/def2-TZVPD.

Its multiplicity is 3. For the total energy, the calculation gives -1607.86506 hartree. As for the frontier orbital gap (spin up / spin down): 8.986 / 8.421 eV. Its HOMO energy (spin up / spin down) is -8.7 / -9.8 eV.

Last column: Löwdin spin population.
Positions of all 30 atoms, in Å:
Pd1 -0.21540 -0.60377 0.01085  1.437
N1 -1.10040 1.15095 -1.05937  0.095
C1 -1.16878 2.50154 -0.46886  0.010
C2 -1.16533 2.46274 1.06042  0.006
C3 0.20666 2.69239 1.70154  0.000
C4 1.35387 1.81067 1.23257  0.004
N2 1.08618 0.38035 1.45221  0.061
H1 -0.57580 1.12983 -1.92763  0.001
H2 -2.02126 0.78134 -1.27531  0.001
H3 -2.06054 3.01730 -0.82873  0.003
H4 -0.31109 3.07250 -0.82872  0.000
H5 -1.59502 1.50975 1.38457  0.005
H6 -1.83696 3.23279 1.44370  0.000
H7 0.10780 2.59905 2.78771  0.000
H8 0.50671 3.72788 1.51816  0.000
H9 2.26246 2.11992 1.75579  0.002
H10 1.54011 1.93888 0.16464  0.000
H11 0.80110 0.20141 2.41030  0.006
H12 1.91487 -0.18829 1.29131  0.001
O1 2.80538 -2.98982 -1.54407  0.010
P1 1.44651 -2.38976 -0.99289  0.010
O2 1.31230 -2.40502 0.51160  0.090
O3 1.31421 -0.95812 -1.50695  0.166
O4 0.35703 -3.34967 -1.66340  -0.002
P2 -1.28455 -3.20698 -1.40821  0.009
O5 -1.46133 -3.83144 0.05501  0.002
O6 -1.98302 -3.95164 -2.45332  0.008
O7 -1.51850 -1.71018 -1.21220  0.074
H13 2.78488 -3.95043 -1.63166  0.001
H14 -1.50208 -4.79414 0.02093  0.000

=====

Entry 6:
Computed, not measured: a structure of composition C11H11N6O7, with wB97M-V/def2-TZVPD.

As for the total charge: -1. For the total energy, the calculation gives -1280.74574 hartree. As for the frontier orbital gap: 4.854 eV. Its HOMO energy is -3.9 eV.

Last column: Mulliken charge in e.
Positions of all 35 atoms, in Å:
C1 -2.23364 3.27390 3.91877  -1.260
C2 -1.66648 2.23441 2.97557  -0.030
O1 -2.65656 1.57121 2.23398  -0.378
C3 -2.06205 0.72800 1.33266  0.500
C4 -2.96072 -0.04743 0.53923  -0.451
C5 -2.56775 -0.92031 -0.49217  0.519
C6 -3.60437 -1.74514 -1.18273  -1.195
O2 -1.40875 -1.05130 -0.85865  -0.640
O3 -0.84378 0.64549 1.22108  -0.666
H1 -1.45386 3.76521 4.50366  0.372
H2 -2.77472 4.04271 3.36702  0.296
H3 -2.93918 2.81922 4.61400  0.311
H4 -0.97153 2.67729 2.24923  0.263
H5 -1.10856 1.45491 3.51135  0.259
H6 -4.00407 0.05912 0.76807  0.221
H7 -4.61629 -1.41674 -0.94834  0.317
H8 -3.46316 -1.68909 -2.26126  0.283
H9 -3.50494 -2.79087 -0.89519  0.243
O4 5.88781 -0.71103 -0.16700  -0.566
N1 5.15932 -1.43484 -0.84894  0.948
O5 5.53073 -2.52853 -1.28344  -0.621
C7 3.81020 -0.99383 -1.15428  -0.389
C8 2.97162 -1.79799 -1.86293  -0.081
C9 1.63176 -1.43140 -2.11147  0.086
N2 0.80222 -2.30041 -2.93727  0.996
O6 1.14107 -3.47856 -3.07658  -0.618
O7 -0.19499 -1.82439 -3.48746  -0.523
C10 1.11666 -0.26605 -1.63578  -0.074
N3 1.92699 0.62343 -0.94463  0.675
N4 1.65187 1.84547 -0.42645  -0.587
N5 2.81961 1.98297 0.01532  -0.610
N6 3.88401 1.25061 -0.01410  -0.227
C11 3.30717 0.25483 -0.69977  0.524
H10 3.33102 -2.74687 -2.23093  0.582
H11 0.06334 -0.05400 -1.73056  0.519